DFT (ωB97M-V/def2-TZVPD) results for a cluster of 9 separate species, C54H120BN8O20 in total.

Positions of all 203 atoms, in Å:
C1 5.98210 5.40409 -2.35491
H1 -0.23837 1.72273 2.19063
C2 4.25977 -4.56052 -0.20520
C3 -2.34780 1.71941 -4.68534
C4 1.21453 5.62978 3.84996
H2 -2.93088 -1.30594 -9.00875
H3 -1.66709 -5.99888 -4.48992
H4 -4.50094 -4.90489 -4.96533
H5 -6.16588 -2.57590 3.46424
H6 -1.70335 -3.15390 -3.62220
H7 1.70901 -0.60880 5.69176
H8 2.12512 -1.79233 7.79785
H9 -4.61328 -1.55118 -5.83860
H10 4.56836 2.68582 -2.00052
H11 -4.27288 -3.26724 -4.37407
H12 -3.22818 4.24687 -2.83830
C5 -1.75864 -1.62939 -5.02538
O1 -0.20448 -1.97208 -0.03868
H13 -0.91460 -0.97962 -4.79411
H14 8.08448 -1.16415 0.59590
H15 4.85672 1.91725 2.78406
N1 3.95720 2.13451 -4.52267
C6 5.65303 -0.48759 0.57120
O2 -3.99473 -4.67308 -7.26055
H16 -0.90341 -1.56749 -6.99523
H17 1.66486 -0.79712 1.83925
H18 6.27602 4.53293 -4.73949
H19 -1.01049 -5.41691 -5.96683
H20 -0.47135 6.23932 1.87671
H21 1.40104 0.24404 3.30750
H22 3.65330 -5.97955 4.79864
C7 -1.89706 -0.64552 -0.95800
N2 -5.02283 1.37230 -3.34082
H23 3.87075 4.12345 -2.71626
H24 -1.98301 -0.35039 -6.67232
C8 1.37001 -0.76152 2.88802
C9 -1.94945 -5.50666 -5.42058
H25 6.97600 -2.48430 0.05109
H26 4.55403 4.74340 -5.16912
C10 1.50335 -1.50416 5.10515
H27 -5.43708 3.23855 -2.47041
H28 -5.10108 -2.79111 4.84270
H29 -5.60646 -0.89510 6.60663
H30 2.77082 3.61622 2.45345
O3 1.54265 -0.43226 -0.85302
O4 -0.82920 -0.33072 -1.68082
H31 1.87074 5.20885 4.61174
H32 -5.24973 3.43592 -4.09691
H33 -7.13134 -1.06739 -0.04719
N3 3.34107 -3.20784 1.55653
H34 -1.84561 -2.64168 -9.00094
H35 -0.70217 4.22757 5.09993
H36 -0.88955 4.75935 -0.22480
H37 -0.45851 -3.42410 -4.97612
O5 -2.63375 2.96408 -4.26748
H38 -7.50170 3.01532 8.97902
H39 -4.96051 0.40418 5.66474
C11 2.59430 -5.80153 4.61172
H40 5.54632 -4.41812 -2.57719
O6 -3.15206 -1.04693 4.22245
H41 -2.55106 -6.19810 -6.01056
H42 1.38114 -3.05666 1.89542
H43 4.89489 -1.00444 -0.01718
H44 0.67097 -5.03587 2.85807
N4 -6.44315 -0.97447 4.76606
H45 3.46431 5.53561 1.98175
H46 -5.53506 -0.50931 -0.76693
H47 -5.21681 -2.34902 -7.13021
C12 -1.86135 4.67692 1.68718
H48 -3.56369 -2.97916 -9.19567
C13 1.54565 -2.58911 7.33153
C14 -1.89369 -1.43097 -6.56068
N5 5.55873 1.30639 2.39145
O7 4.64286 3.94064 1.74723
C15 5.37631 4.03160 -5.09624
C16 1.71981 -5.02688 2.56151
C17 -1.48268 -3.18572 -4.68915
H49 -7.44631 -0.77329 -4.09998
H50 6.25161 0.00595 -0.19446
H51 5.03500 -5.29864 -0.41084
H52 5.31438 -3.78186 1.42049
H53 4.79351 5.98733 1.10427
C18 4.77605 3.51792 -2.67327
H54 7.06278 1.75890 1.02953
H55 -2.65418 -1.27338 -4.51609
C19 -4.37519 -1.69859 -6.89202
C20 -2.60824 -4.15435 -5.28625
O8 2.02395 3.03937 2.62963
C21 1.14949 3.39958 -0.40907
H56 6.05989 6.06251 -1.48973
H57 3.26611 -2.68833 0.69363
C22 -0.03487 1.84183 1.12644
C23 -1.09996 4.01928 0.54730
H58 -4.79941 -4.39547 -6.81667
H59 6.97769 5.42437 -2.79818
H60 1.76155 -6.06025 2.21724
C24 -5.54995 -2.04334 4.18891
C25 -5.88896 -0.11750 5.89698
C26 2.49953 -0.66270 -1.81214
C27 2.00615 -3.88823 1.56994
H61 4.10539 1.64584 -5.39407
H62 3.69546 -4.24457 -2.72475
C28 -1.49102 -1.68466 0.10486
H63 -3.53213 -4.65701 -3.41647
C29 -6.41679 0.95865 -3.49743
H64 -1.65678 1.80119 -5.52432
H65 5.86185 2.20989 -3.90917
H66 -5.76277 -0.93949 -3.21344
O9 2.06771 -1.53606 3.83549
H67 -3.92094 -2.30571 2.86173
H68 3.44931 -3.86926 6.45034
H69 3.40707 4.90411 0.37803
H70 1.83589 4.17549 -0.74806
C30 5.69630 3.48062 0.95326
C31 -3.83401 -4.26489 -4.38766
H71 0.50749 3.12539 4.56813
C32 7.42638 -1.97659 0.90403
H72 -8.47932 1.77438 8.27750
H73 3.35224 -5.12487 -0.41968
H74 -3.19353 1.15338 -5.07580
O10 6.37273 -1.29983 1.52816
O11 2.60265 -4.77404 3.61664
H75 6.37501 4.26738 0.62392
H76 -4.63683 -0.75402 2.79171
C33 -0.27588 3.78712 4.19860
C34 -7.64821 2.44566 8.06134
H77 5.58554 3.63188 -6.08848
C35 -6.74927 -0.48662 -3.31254
C36 5.07063 2.94209 -4.07028
O12 5.80825 4.03210 -1.98375
H78 -4.52838 1.11219 -2.49942
O13 -6.59892 1.64434 7.74057
C37 -4.82462 2.84827 -3.28324
H79 -8.07025 3.09607 7.29522
O14 0.72280 -2.08292 -2.37953
H80 -2.45784 0.48271 2.86989
H81 4.19631 0.05008 1.90348
H82 4.18263 -5.17206 1.74676
B1 0.32163 -1.18894 -1.23899
H83 -2.27088 3.80524 2.19763
C38 -3.39084 3.20886 -3.12843
N6 3.28140 -3.05293 5.87981
C39 4.64598 -3.83543 -2.38240
H84 3.69163 -2.28799 6.39621
H85 -6.62132 1.34421 -4.49624
H86 -6.19736 -2.01554 -1.16832
C40 -6.49710 -0.99486 -0.93070
C41 -2.75640 0.25406 3.89296
H87 1.76220 -3.48606 7.91176
H88 5.22757 3.04578 0.07048
H89 -7.09021 1.43814 -2.78701
H90 0.35453 -1.15594 2.85136
H91 -2.71438 5.22170 1.28265
H92 1.70329 6.32327 3.16566
H93 2.27570 -6.77828 4.24768
N7 0.97028 3.88051 2.10909
N8 -2.91715 -3.78315 -6.64427
H94 -6.97420 1.74557 5.73265
C42 1.88626 -2.74135 5.88105
C43 -3.01888 -2.36240 -7.14580
H95 0.82129 1.17995 0.99606
O15 2.39770 -1.92911 -3.88451
O16 -3.09468 -0.18500 -0.92262
C44 -4.28850 -1.50382 3.50203
H96 1.60397 -4.05874 0.57130
C45 -0.92920 5.50869 2.54353
H97 2.16246 -5.59031 5.58999
C46 6.47445 2.28822 1.77906
H98 -2.97182 2.69800 -2.26150
H99 -1.87762 0.58671 4.44543
H100 -1.11675 3.19490 3.83758
C47 1.88792 -1.66784 -2.82141
H101 3.83006 1.35274 -3.89596
H102 0.49308 -2.36647 7.50657
H103 -7.95868 0.50803 6.50102
H104 -4.50419 -0.73802 -7.39079
H105 7.79904 -2.64762 1.67794
H106 0.55171 3.18606 -1.29517
H107 -1.83826 3.27414 0.25102
H108 0.69240 6.30736 4.52551
H109 -0.94175 1.49813 0.62890
C48 -2.84385 -2.34209 -8.68179
H110 -1.43683 6.07975 3.32090
H111 -1.87574 1.08122 -3.93837
H112 4.92994 -2.99512 -3.01592
H113 -7.29804 -1.41102 5.08022
H114 7.12177 2.64670 2.57941
H115 1.92710 2.63824 -0.34738
H116 0.42028 -1.58821 5.01573
H117 -3.43558 1.03922 4.22514
C49 0.21008 3.32357 0.90776
H118 5.22388 5.76419 -3.05027
O17 4.59926 -3.47431 -1.00270
H119 1.29432 -3.55896 5.46972
C50 4.33736 -4.22551 1.22889
O18 -7.35917 -0.70482 -2.01581
C51 0.26476 4.70260 3.12628
H120 4.24876 1.21728 0.68526
O19 -2.29473 -1.98847 1.05918
C52 4.91175 0.60561 1.29715
C53 -6.96120 0.94667 6.47406
C54 4.09891 5.15104 1.18332
O20 3.51249 -0.04682 -2.00524

Properties
HOMO, eV: -6.20
E_tot, eV: -111482.6552
Molecular weight, g/mol: 1212.402
Net charge: -1
Kohn-Sham gap, eV: 8.392
Lowest unoccupied orbital energy, eV: 2.19

Atomic partial charges in e from the Mulliken method, atoms 1 to 99: atom 1 (C): -0.93, atom 2 (H): 0.16, atom 3 (C): -0.96, atom 4 (C): -0.20, atom 5 (C): -2.35, atom 6 (H): 0.38, atom 7 (H): 0.37, atom 8 (H): 0.45, atom 9 (H): 0.42, atom 10 (H): -0.01, atom 11 (H): 0.21, atom 12 (H): 0.44, atom 13 (H): 0.20, atom 14 (H): -0.53, atom 15 (H): 0.37, atom 16 (H): 0.37, atom 17 (C): 0.62, atom 18 (O): -0.22, atom 19 (H): 0.19, atom 20 (H): 0.41, atom 21 (H): 0.35, atom 22 (N): -0.72, atom 23 (C): -0.40, atom 24 (O): -0.46, atom 25 (H): 0.40, atom 26 (H): -0.29, atom 27 (H): 0.32, atom 28 (H): 0.46, atom 29 (H): 0.39, atom 30 (H): 0.91, atom 31 (H): 0.31, atom 32 (C): 0.34, atom 33 (N): 0.42, atom 34 (H): 0.47, atom 35 (H): 0.44, atom 36 (C): -1.33, atom 37 (C): -2.14, atom 38 (H): 0.23, atom 39 (H): 0.34, atom 40 (C): -1.02, atom 41 (H): 0.54, atom 42 (H): 0.36, atom 43 (H): 0.33, atom 44 (H): 0.30, atom 45 (O): -0.08, atom 46 (O): -0.26, atom 47 (H): 0.37, atom 48 (H): 0.39, atom 49 (H): 0.34, atom 50 (N): 0.53, atom 51 (H): 0.43, atom 52 (H): 0.50, atom 53 (H): 0.59, atom 54 (H): 0.44, atom 55 (O): -0.51, atom 56 (H): 0.29, atom 57 (H): 0.08, atom 58 (C): -1.00, atom 59 (H): 0.30, atom 60 (O): -0.30, atom 61 (H): 0.40, atom 62 (H): -0.14, atom 63 (H): -0.14, atom 64 (H): 0.43, atom 65 (N): -0.34, atom 66 (H): 0.13, atom 67 (H): 0.10, atom 68 (H): 0.33, atom 69 (C): -0.96, atom 70 (H): 0.35, atom 71 (C): -1.82, atom 72 (C): -1.75, atom 73 (N): -0.44, atom 74 (O): -0.54, atom 75 (C): -1.56, atom 76 (C): -1.52, atom 77 (C): -1.00, atom 78 (H): 0.33, atom 79 (H): 0.60, atom 80 (H): 0.60, atom 81 (H): 0.04, atom 82 (H): 0.40, atom 83 (C): -0.04, atom 84 (H): 0.35, atom 85 (H): -0.36, atom 86 (C): -1.60, atom 87 (C): 2.19, atom 88 (O): -0.02, atom 89 (C): -2.15, atom 90 (H): 0.24, atom 91 (H): -0.51, atom 92 (C): -0.11, atom 93 (C): -0.88, atom 94 (H): 0.31, atom 95 (H): 0.30, atom 96 (H): 0.52, atom 97 (C): -0.91, atom 98 (C): -0.23, atom 99 (C): 0.75

DFT (ωB97M-V/def2-TZVPD) results for a cluster of 13 separate species, H26O13 in total.

Positions of all 39 atoms, in Å:
H1 -2.04510 -1.97785 -0.78069
H2 5.80936 -1.47281 2.37543
O1 -1.21570 0.51179 -3.24756
O2 0.77296 0.07230 -2.60158
H3 0.11056 0.26065 -1.93537
O3 -3.29480 -0.00315 -1.26020
H4 -3.56532 -0.11373 -2.17996
H5 -1.54527 0.49783 -2.37059
O4 -0.63284 2.28696 0.36115
H6 1.45574 0.56992 -2.23436
O5 2.70668 2.85708 -0.73218
H7 0.61292 -1.13213 2.59627
H8 0.78417 2.35184 3.79083
H9 -3.42629 -2.72549 3.70091
H10 -0.56387 3.17707 0.48625
H11 -1.33703 2.10890 -0.30413
O6 0.41240 -2.73594 -1.71067
H12 -2.92049 -1.40265 3.15206
O7 -3.03918 -2.29132 2.83099
H13 0.49478 3.22033 -2.73766
H14 0.26051 -0.29644 0.38756
H15 1.91643 2.52790 -0.44917
H16 -4.12550 -0.09545 -0.77065
H17 0.54488 0.89546 3.85347
H18 0.32357 4.67815 -2.15400
H19 -0.44653 -1.94622 3.25411
H20 1.03862 -3.45645 -1.62255
H21 2.45239 3.10759 -1.64088
H22 -1.74147 -0.09359 -3.88278
H23 4.59718 -1.96852 1.63335
H24 -2.40715 -2.22935 0.66181
O8 -2.46582 -2.66243 -0.26856
O9 0.86883 1.56380 4.39187
O10 5.47595 -2.15788 1.80904
O11 0.30073 -2.04446 2.60887
H25 0.03352 -2.64692 -2.65384
H26 1.67677 -1.05864 0.27009
O12 0.93818 4.13760 -2.57589
O13 1.18520 -0.31376 -0.05078

Properties
HOMO, eV: -9.68
E_tot, eV: -27036.2153
Molecular weight, g/mol: 234.195
ΔE to the lowest compared entry with this formula, charge and spin, kJ/mol: 553.0
Kohn-Sham gap, eV: 9.183
Lowest unoccupied orbital energy, eV: -0.49

How positive or negative is each atom? The Mulliken charges in e answer that: atom 1 (H): 0.33, atom 2 (H): 0.32, atom 3 (O): -0.56, atom 4 (O): -0.48, atom 5 (H): 0.27, atom 6 (O): -0.61, atom 7 (H): 0.27, atom 8 (H): 0.35, atom 9 (O): -0.56, atom 10 (H): 0.21, atom 11 (O): -0.61, atom 12 (H): 0.28, atom 13 (H): 0.33, atom 14 (H): 0.32, atom 15 (H): 0.28, atom 16 (H): 0.29, atom 17 (O): -0.50, atom 18 (H): 0.31, atom 19 (O): -0.66, atom 20 (H): 0.36, atom 21 (H): 0.26, atom 22 (H): 0.29, atom 23 (H): 0.27, atom 24 (H): 0.27, atom 25 (H): 0.28, atom 26 (H): 0.31, atom 27 (H): 0.24, atom 28 (H): 0.33, atom 29 (H): 0.26, atom 30 (H): 0.30, atom 31 (H): 0.29, atom 32 (O): -0.60, atom 33 (O): -0.61, atom 34 (O): -0.61, atom 35 (O): -0.59, atom 36 (H): 0.29, atom 37 (H): 0.17, atom 38 (O): -0.65, atom 39 (O): -0.44

DFT (ωB97M-V/def2-TZVPD) results for a structure of composition C5H10O2.

Positions of all 17 atoms, in Å:
H1 -1.69897 2.28579 1.41022
C1 2.79509 -0.89790 -0.10855
C2 1.26080 -0.97759 -0.11240
H2 0.96148 -1.51920 -1.02441
H3 -1.24227 -1.06703 -1.37289
H4 -3.12922 1.61375 0.63708
H5 -1.99459 2.47163 -0.38449
C3 -1.63956 -0.30531 -0.68704
H6 -0.86105 0.08775 1.29740
C4 -2.03241 1.82987 0.49498
H7 0.93930 -1.59443 0.74269
O1 0.65170 0.35688 -0.07824
O2 -2.81647 -0.03175 -0.74383
H8 3.18286 -0.50446 0.83517
H9 3.23430 -1.90008 -0.24958
C5 -0.77241 0.42117 0.26853
H10 3.16140 -0.26909 -0.92465

Properties
HOMO, eV: -9.56
E_tot, eV: -9438.6966
Molecular weight, g/mol: 102.133
ΔE to the lowest compared entry with this formula, charge and spin, kJ/mol: 419.4
Kohn-Sham gap, eV: 10.163
Lowest unoccupied orbital energy, eV: 0.61

How positive or negative is each atom? The Mulliken charges in e answer that: atom 1 (H): 0.38, atom 2 (C): -1.23, atom 3 (C): -0.13, atom 4 (H): 0.21, atom 5 (H): 0.31, atom 6 (H): 0.32, atom 7 (H): 0.33, atom 8 (C): 0.06, atom 9 (H): 0.24, atom 10 (C): -1.00, atom 11 (H): 0.33, atom 12 (O): -0.35, atom 13 (O): -0.47, atom 14 (H): 0.31, atom 15 (H): 0.36, atom 16 (C): 0.02, atom 17 (H): 0.31

DFT (ωB97M-V/def2-TZVPD) results for an isolated molecule of C5H5NO.

Positions of all 12 atoms, in Å:
H1 -2.61643 2.80285 1.26027
O1 1.50911 0.54821 1.37018
H2 0.02050 -2.05742 -2.36103
C1 -0.62126 1.72875 1.49280
C2 0.33155 0.68443 1.03663
C3 -0.34190 -0.10449 0.03667
H3 1.43917 -1.04256 0.00097
C4 -1.67731 2.31290 1.40650
C5 0.79070 -1.77309 -1.65169
H4 -1.39663 -0.28769 0.23639
H5 1.82587 -1.96669 -1.96529
N1 0.56963 -1.10379 -0.54568

Properties
HOMO (spin up / spin down), eV: -7.93 / -7.93
E_tot, eV: -8798.7712
Molecular weight, g/mol: 95.101
ΔE to the lowest compared entry with this formula, charge and spin, kJ/mol: 448.4
Kohn-Sham gap (spin up / spin down), eV: 7.518 / 7.514
Lowest unoccupied orbital energy (spin up / spin down), eV: -0.41 / -0.42

How positive or negative is each atom? The Mulliken charges in e answer that: atom 1 (H): 0.37, atom 2 (O): -0.69, atom 3 (H): 0.28, atom 4 (C): -0.38, atom 5 (C): 0.78, atom 6 (C): -0.70, atom 7 (H): 0.29, atom 8 (C): -0.13, atom 9 (C): -0.27, atom 10 (H): 0.27, atom 11 (H): 0.22, atom 12 (N): -0.04